No. 1
{
  "formula": "C24H27N3O2PRe",
  "method": "the ωB97M-V functional and the def2-TZVPD basis",
  "e_tot_ev": -45279.1024,
  "e_above_lowest_kcal_mol": 0.0,
  "multiplicity": 4,
  "total_charge": 3,
  "homo_ev": [-17.1, -17.1],
  "orbital_gap_ev": [6.44, 5.09],
  "species": ["Re", "O", "C", "O", "C", "P", "C", "C", "C", "C", "C", "C", "C", "C", "C", "C", "C", "C", "H", "H", "H", "H", "H", "H", "H", "H", "H", "H", "H", "H", "C", "C", "C", "C", "C", "C", "C", "C", "N", "H", "H", "H", "H", "H", "H", "N", "C", "C", "N", "H", "H", "H", "H", "H", "H", "H", "H", "H"],
  "xyz": [[1.12, 1.21, 0.43], [0.13, 1.13, 4.33], [-0.15, 1.02, 3.16], [0.25, 1.81, 2.17], [-1.04, -0.07, 2.53], [-0.21, -0.68, 1.02], [0.33, -2.42, 1.31], [1.30, -2.76, 2.24], [1.71, -4.08, 2.43], [1.13, -5.11, 1.70], [0.10, -4.81, 0.84], [-0.31, -3.46, 0.68], [-1.62, -0.93, -0.11], [-1.34, -0.91, -1.47], [-2.42, -1.01, -2.39], [-3.72, -1.25, -1.91], [-3.94, -1.49, -0.55], [-2.90, -1.38, 0.35], [-2.10, 0.21, 2.30], [-1.02, -0.91, 3.22], [1.67, -1.93, 2.92], [2.50, -4.24, 3.13], [1.40, -6.10, 1.94], [-0.45, -5.62, 0.34], [-1.01, -3.27, -0.10], [-0.36, -0.61, -1.87], [-2.24, -0.99, -3.44], [-4.57, -1.42, -2.62], [-4.92, -1.84, -0.17], [-3.04, -1.66, 1.41], [3.03, 1.03, 0.94], [2.80, 0.32, -0.36], [2.18, 1.11, -1.41], [1.92, 0.45, -2.71], [2.48, -0.83, -2.94], [3.10, -1.54, -1.90], [3.26, -0.98, -0.65], [2.52, -1.47, -4.27], [2.89, -2.06, -5.22], [3.58, 2.02, 0.81], [3.42, 0.35, 1.74], [2.68, 2.10, -1.48], [1.40, 0.93, -3.51], [3.52, -2.50, -2.09], [3.60, -1.52, 0.28], [-1.65, 5.95, 0.04], [-1.83, 4.44, -0.22], [-0.48, 3.79, 0.01], [-0.72, 2.34, -0.11], [-2.12, 6.29, 0.92], [-2.08, 6.49, -0.73], [-0.65, 6.20, -0.04], [-2.26, 4.32, -1.23], [-2.62, 4.10, 0.47], [-0.07, 3.90, 1.02], [0.30, 4.16, -0.68], [-1.05, 2.15, -1.05], [-1.43, 2.03, 0.57]],
  "mulliken_charge": [1.153, -0.509, 0.173, -0.756, -0.690, 0.533, 0.580, -0.427, -0.718, -0.574, -0.747, -0.339, -0.137, 0.351, -0.769, -0.563, -0.767, -0.237, 0.443, 0.568, 0.357, 0.475, 0.466, 0.439, 0.319, 0.062, 0.513, 0.394, 0.440, 0.472, -0.778, 0.606, 0.140, -0.783, 0.788, -0.681, -0.108, -0.376, -0.294, 0.398, 0.417, 0.569, 0.604, 0.560, 0.383, -0.284, -0.634, -0.862, -0.767, 0.396, 0.375, 0.363, 0.393, 0.373, 0.511, 0.519, 0.356, 0.312]
}

No. 2
{
  "formula": "C24H27N3O2PtSSi",
  "method": "the ωB97M-V functional and the def2-TZVPD basis",
  "e_tot_ev": -55848.6880,
  "e_above_lowest_kcal_mol": 0.0,
  "multiplicity": 3,
  "homo_ev": [-7.4, -8.1],
  "orbital_gap_ev": [7.70, 6.72],
  "species": ["Pt", "C", "Si", "C", "C", "C", "C", "C", "C", "N", "C", "S", "H", "H", "H", "H", "H", "H", "H", "H", "H", "H", "H", "H", "C", "C", "C", "C", "C", "C", "N", "C", "C", "C", "C", "C", "C", "C", "O", "O", "C", "C", "H", "H", "H", "H", "H", "H", "H", "H", "H", "H", "H", "H", "H", "H", "N", "C", "H"],
  "xyz": [[-0.09, -1.26, 0.93], [4.75, -0.15, -3.91], [3.26, 0.69, -3.17], [3.59, 2.51, -2.96], [1.81, 0.42, -4.30], [3.06, -0.04, -1.44], [4.20, -0.25, -0.68], [4.17, -0.79, 0.60], [2.94, -1.12, 1.13], [1.82, -0.91, 0.43], [1.84, -0.39, -0.82], [0.24, -0.23, -1.45], [4.93, 0.21, -4.93], [4.61, -1.23, -3.96], [5.66, 0.04, -3.33], [3.75, 2.99, -3.93], [4.48, 2.68, -2.35], [2.74, 3.01, -2.47], [2.09, 0.74, -5.31], [0.93, 0.98, -3.99], [1.53, -0.64, -4.35], [5.17, 0.01, -1.11], [5.07, -0.95, 1.18], [2.83, -1.56, 2.11], [-0.49, 3.82, 3.29], [-1.23, 2.78, 2.50], [-2.09, 3.15, 1.55], [-2.87, 2.34, 0.60], [-2.94, 1.00, 0.53], [-2.16, 0.18, 1.51], [-2.11, -1.35, 1.39], [-2.91, -2.15, 0.47], [-4.25, -1.83, 0.25], [-5.02, -2.57, -0.62], [-4.46, -3.67, -1.26], [-3.17, -4.05, -0.96], [-2.37, -3.31, -0.09], [-1.03, -3.97, 0.27], [-1.06, -5.18, 0.40], [0.05, -3.25, 0.41], [-0.96, 1.30, 2.83], [-0.04, 1.05, 4.01], [-0.78, 4.82, 2.98], [0.59, 3.73, 3.16], [-0.69, 3.73, 4.36], [-2.22, 4.22, 1.41], [-3.42, 2.90, -0.15], [-3.48, 0.54, -0.28], [-2.24, -1.68, 2.34], [-4.69, -1.00, 0.79], [-6.05, -2.29, -0.80], [-5.06, -4.25, -1.95], [-2.75, -4.96, -1.37], [0.08, -0.02, 4.14], [-0.44, 1.47, 4.93], [0.95, 1.49, 3.83], [-2.27, 0.55, 2.93], [-0.69, 0.53, 1.54], [-3.08, 1.13, 3.15]],
  "mulliken_charge": [0.877, -1.079, 0.191, -1.042, -1.056, 0.538, -0.062, -0.992, -0.144, -0.425, 0.526, -0.459, 0.334, 0.337, 0.325, 0.330, 0.336, 0.332, 0.333, 0.329, 0.358, 0.252, 0.396, 0.517, -1.711, 0.807, -0.978, -0.660, -1.078, 1.950, -0.197, 0.732, -0.253, -0.743, -0.614, -0.883, 0.102, 0.446, -0.646, -0.719, 2.656, -2.089, 0.435, 0.302, 0.326, 0.280, 0.371, 0.498, 0.457, 0.571, 0.386, 0.401, 0.469, 0.483, 0.355, 0.323, -0.833, -2.354, 0.356]
}

No. 3
{
  "formula": "C24H27N4O4PS",
  "method": "the ωB97M-V functional and the def2-TZVPD basis",
  "e_tot_ev": -59593.7857,
  "multiplicity": 1,
  "homo_ev": -5.8,
  "orbital_gap_ev": 3.69,
  "species": ["C", "C", "C", "C", "C", "C", "N", "P", "H", "N", "C", "C", "C", "C", "C", "C", "C", "C", "C", "C", "C", "C", "C", "C", "H", "H", "H", "H", "H", "H", "H", "H", "H", "H", "H", "H", "H", "H", "H", "H", "H", "H", "H", "H", "H", "H", "H", "H", "O", "N", "O", "C", "C", "C", "N", "O", "O", "C", "S", "H", "H"],
  "xyz": [[11.92, -1.21, -5.90], [11.79, -1.79, -4.52], [12.93, -2.03, -3.75], [12.84, -2.56, -2.46], [14.11, -2.85, -1.72], [11.57, -2.83, -1.91], [11.49, -3.31, -0.57], [12.41, -2.69, 0.73], [7.41, -2.72, 1.25], [11.71, -3.85, 1.77], [12.02, -3.97, 3.16], [11.00, -4.13, 4.12], [9.54, -4.11, 3.79], [11.37, -4.32, 5.46], [12.70, -4.25, 5.88], [13.05, -4.41, 7.33], [13.68, -4.01, 4.92], [13.36, -3.89, 3.56], [14.46, -3.69, 2.57], [10.85, -4.72, 1.10], [10.74, -4.43, -0.21], [10.41, -2.58, -2.67], [9.02, -2.74, -2.15], [10.55, -2.09, -3.97], [10.93, -1.10, -6.36], [12.40, -0.22, -5.87], [12.53, -1.86, -6.55], [13.91, -1.80, -4.17], [14.10, -3.83, -1.23], [14.93, -2.86, -2.45], [14.36, -2.08, -0.98], [8.97, -3.94, 4.71], [9.26, -3.30, 3.09], [9.19, -5.06, 3.37], [10.59, -4.50, 6.20], [14.13, -4.34, 7.48], [12.56, -3.64, 7.94], [12.72, -5.39, 7.72], [14.73, -3.93, 5.24], [15.41, -3.94, 3.06], [14.36, -4.36, 1.70], [14.55, -2.65, 2.23], [10.36, -5.51, 1.66], [10.18, -4.96, -0.97], [8.33, -2.62, -3.00], [8.83, -3.71, -1.69], [8.76, -1.96, -1.42], [9.65, -1.92, -4.57], [6.20, -0.31, 5.83], [5.77, -1.17, 5.03], [5.08, -2.17, 5.37], [6.08, -1.08, 3.65], [6.93, -0.16, 3.03], [7.25, -0.59, 1.76], [8.04, 0.14, 0.86], [8.35, -0.38, -0.24], [8.39, 1.30, 1.17], [6.68, -1.92, 1.31], [5.54, -2.39, 2.64], [7.27, 0.74, 3.52], [6.16, -1.83, 0.35]],
  "mulliken_charge": [-1.473, 0.451, -1.176, 1.599, -1.859, 0.350, 0.400, -0.060, 0.077, 0.238, 0.124, 1.480, -1.735, -1.108, 0.468, -1.450, -1.275, 1.339, -1.730, -0.690, -0.459, 1.219, -1.302, -1.391, 0.350, 0.333, 0.340, 0.379, 0.361, 0.454, 0.361, 0.455, 0.316, 0.327, 0.460, 0.352, 0.336, 0.339, 0.295, 0.465, 0.378, 0.347, 0.527, 0.708, 0.396, 0.342, 0.212, 0.303, -0.653, 0.917, -0.662, -0.005, -0.476, -0.034, 0.817, -0.759, -0.689, -0.358, -0.225, 0.501, 0.456]
}